No. 1
The following is a quantum chemistry calculation of a cluster of 2 separate species, C2BrF3O in total in a non-equilibrium geometry, from the Open Molecules 2025 dataset.

## Properties
- DFT total energy (a.u.) = -3024.98093
- energy relative to the best compared isomer or geometry (same formula, charge and spin) (kJ/mol) = 112.0
- lowest unoccupied orbital energy (eV) = 0.0
- strongest force on any atom (eV/A) = 2.446

Last column: Mulliken charge in e.
Cartesian coordinates (Å):
C: 1.994 1.113 -0.675  0.04
C: -1.070 -0.864 0.350  0.60
O: -0.564 -1.214 1.351  -0.35
F: 1.673 -0.159 -0.515  -0.03
F: 1.143 1.798 -0.003  -0.01
F: -1.002 -1.335 -0.845  -0.14
Br: -2.174 0.660 0.337  -0.09

No. 2
The following is a quantum chemistry calculation of a cluster of 2 separate species, C2BrF3S in total in a non-equilibrium geometry, from the Open Molecules 2025 dataset.

## Properties
- DFT total energy (a.u.) = -3347.81414
- energy relative to the best compared isomer or geometry (same formula, charge and spin) (kJ/mol) = 420.3
- lowest unoccupied orbital energy (alpha / beta) (eV) = -1.8 / -2.4
- strongest force on any atom (eV/A) = 1.104

Last column: Mulliken charge in e.
Cartesian coordinates (Å):
C: -0.036 0.408 0.043  0.76
C: 0.700 -0.381 -0.736  -0.25
F: -0.384 0.066 1.265  -0.15
F: -0.702 1.503 -0.277  -0.20
F: 1.468 -0.136 -1.769  -0.17
S: -0.840 -2.821 2.973  -0.13
Br: 0.250 -2.563 1.209  0.13

No. 3
The following is a quantum chemistry calculation of the ion C2BrO2S with charge -1 in a non-equilibrium geometry, from the Open Molecules 2025 dataset.

## Properties
- DFT total energy (a.u.) = -3198.85555
- energy relative to the best compared isomer or geometry (same formula, charge and spin) (kJ/mol) = 0.0
- net charge = -1
- lowest unoccupied orbital energy (eV) = 2.9
- strongest force on any atom (eV/A) = 1.927

Last column: Mulliken charge in e.
Cartesian coordinates (Å):
C: 0.154 -0.061 -0.457  -0.58
C: 0.609 0.767 -1.200  0.47
O: -1.897 -0.596 1.110  -0.59
O: 0.376 -0.897 2.026  -0.59
S: -0.561 -1.200 0.926  0.44
Br: 1.319 1.987 -2.405  -0.14

No. 4
The following is a quantum chemistry calculation of a cluster of 2 separate species, C2Cl2FNS in total in a non-equilibrium geometry, from the Open Molecules 2025 dataset.

## Properties
- DFT total energy (a.u.) = -1549.28594
- energy relative to the best compared isomer or geometry (same formula, charge and spin) (kJ/mol) = 194.1
- lowest unoccupied orbital energy (alpha / beta) (eV) = -1.3 / -3.2
- strongest force on any atom (eV/A) = 1.257

Last column: Mulliken charge in e.
Cartesian coordinates (Å):
C: -1.754 0.876 0.761  0.40
C: 1.091 -0.535 -0.486  0.32
N: -1.385 1.648 1.545  -0.38
F: 0.894 -1.718 0.111  -0.12
S: -2.016 -0.248 -0.394  -0.15
Cl: 1.518 0.764 0.543  -0.01
Cl: 1.651 -0.788 -2.080  -0.07

No. 5
The following is a quantum chemistry calculation of a structure of composition C2Cl3NOS in a non-equilibrium geometry, from the Open Molecules 2025 dataset.

## Properties
- DFT total energy (a.u.) = -1984.87102
- energy relative to the best compared isomer or geometry (same formula, charge and spin) (kJ/mol) = 38.2
- lowest unoccupied orbital energy (eV) = -0.2
- strongest force on any atom (eV/A) = 5.609

Last column: Mulliken charge in e.
Cartesian coordinates (Å):
C: -0.747 0.513 -0.137  0.35
C: -0.068 -1.227 -0.939  0.44
N: 0.171 0.980 0.547  -0.15
O: 0.946 -1.781 -0.692  -0.37
S: 0.943 1.956 1.503  0.13
Cl: -2.391 0.585 -0.250  -0.11
Cl: -1.417 -1.807 -1.834  -0.15
Cl: 2.562 0.780 1.803  -0.14

No. 6
The following is a quantum chemistry calculation of a structure of composition C2Cl4O in a non-equilibrium geometry, from the Open Molecules 2025 dataset.

## Properties
- DFT total energy (a.u.) = -1992.11274
- energy relative to the best compared isomer or geometry (same formula, charge and spin) (kJ/mol) = 205.6
- lowest unoccupied orbital energy (eV) = -1.3
- strongest force on any atom (eV/A) = 2.280

Last column: Mulliken charge in e.
Cartesian coordinates (Å):
C: 0.682 0.811 -1.337  0.59
C: -0.459 -0.795 1.309  0.06
O: 0.123 1.625 -2.011  -0.39
Cl: 1.702 1.290 -0.070  -0.08
Cl: 0.602 -0.874 -1.545  -0.07
Cl: -0.560 -1.628 2.797  -0.07
Cl: -2.091 -0.428 0.857  -0.02

No. 7
The following is a quantum chemistry calculation of a cluster of 2 separate species, C2Cl4O2S in total in a non-equilibrium geometry, from the Open Molecules 2025 dataset.

## Properties
- DFT total energy (a.u.) = -2465.56316
- energy relative to the best compared isomer or geometry (same formula, charge and spin) (kJ/mol) = 43.0
- lowest unoccupied orbital energy (alpha / beta) (eV) = -1.2 / -2.5
- strongest force on any atom (eV/A) = 4.319

Last column: Mulliken charge in e.
Cartesian coordinates (Å):
C: 1.310 -0.639 0.609  0.55
C: 2.064 0.014 -0.364  0.25
O: 0.096 -0.368 0.810  -0.47
O: -3.643 -0.478 -0.925  -0.38
S: -2.850 0.402 -0.100  0.56
Cl: 2.182 -1.861 1.342  -0.16
Cl: 3.681 -0.297 -0.651  -0.08
Cl: 1.170 1.243 -1.199  -0.08
Cl: -4.011 1.984 0.478  -0.19

No. 8
The following is a quantum chemistry calculation of a cluster of 2 separate species, C2ClF3N2 in total in a non-equilibrium geometry, from the Open Molecules 2025 dataset.

## Properties
- DFT total energy (a.u.) = -945.23447
- energy relative to the best compared isomer or geometry (same formula, charge and spin) (kJ/mol) = 575.7
- lowest unoccupied orbital energy (alpha / beta) (eV) = -3.0 / -3.4
- strongest force on any atom (eV/A) = 3.902

Last column: Mulliken charge in e.
Cartesian coordinates (Å):
C: 0.413 -1.326 0.066  0.51
C: 0.038 -0.074 -0.474  0.12
N: 0.788 -2.304 0.606  -0.31
N: 0.175 0.984 0.352  0.36
F: -0.531 0.162 -1.645  -0.14
F: 1.394 1.223 0.824  -0.14
F: -0.091 2.108 -0.336  -0.15
Cl: -2.187 -0.773 0.608  -0.25

No. 9
The following is a quantum chemistry calculation of an isolated molecule of C2ClF3O3S in a non-equilibrium geometry, from the Open Molecules 2025 dataset.

## Properties
- DFT total energy (a.u.) = -1459.85434
- energy relative to the best compared isomer or geometry (same formula, charge and spin) (kJ/mol) = 134.0
- lowest unoccupied orbital energy (eV) = -0.8
- strongest force on any atom (eV/A) = 3.239

Last column: Mulliken charge in e.
Cartesian coordinates (Å):
C: 1.054 2.094 -0.066  0.63
C: -1.303 -1.335 -0.104  0.68
O: 1.508 -1.227 -0.094  -0.39
O: 0.225 1.086 -0.137  -0.38
O: 2.003 2.249 -0.748  -0.43
F: -2.108 -0.276 -0.109  -0.18
F: -1.648 -2.399 -0.900  -0.19
F: -1.035 -1.708 1.135  -0.18
S: 0.553 -0.599 -0.922  0.57
Cl: 0.552 3.186 1.204  -0.14

No. 10
The following is a quantum chemistry calculation of a cluster of 2 separate species, C2ClF5 in total in a non-equilibrium geometry, from the Open Molecules 2025 dataset.

## Properties
- DFT total energy (a.u.) = -1035.67776
- energy relative to the best compared isomer or geometry (same formula, charge and spin) (kJ/mol) = 177.6
- lowest unoccupied orbital energy (eV) = -0.4
- strongest force on any atom (eV/A) = 5.437

Last column: Mulliken charge in e.
Cartesian coordinates (Å):
C: 0.745 -0.282 -0.129  0.70
C: -0.725 0.144 0.286  0.58
F: 1.426 -0.491 1.010  -0.24
F: 1.426 0.588 -0.834  -0.21
F: 0.760 -1.379 -0.818  -0.24
F: -0.857 0.799 1.421  -0.13
F: -0.859 1.549 -0.846  -0.44
Cl: -1.917 -0.928 -0.089  -0.03

No. 11
The following is a quantum chemistry calculation of a structure of composition C2ClNa3O10 in a non-equilibrium geometry, from the Open Molecules 2025 dataset.

## Properties
- DFT total energy (a.u.) = -1775.38886
- energy relative to the best compared isomer or geometry (same formula, charge and spin) (kJ/mol) = 88.5
- net charge = -2
- lowest unoccupied orbital energy (eV) = 3.2
- strongest force on any atom (eV/A) = 8.009

Last column: Mulliken charge in e.
Cartesian coordinates (Å):
Na: 0.399 0.021 1.945  0.97
Na: 2.094 1.744 -1.150  0.91
Na: -2.789 0.100 -0.712  0.94
Cl: -0.756 1.499 0.119  1.91
O: 0.586 1.278 0.488  -0.71
O: -0.804 1.248 -1.270  -0.71
O: -1.565 0.687 0.825  -0.59
O: -1.249 2.895 0.048  -0.78
C: 2.286 -0.606 -1.473  0.46
O: 2.939 0.173 -2.289  -0.98
O: 2.405 -1.850 -1.615  -0.78
O: 1.435 0.033 -0.834  -0.68
C: -1.270 -1.818 1.477  0.61
O: -1.117 -1.378 0.361  -0.74
O: -1.437 -3.029 1.705  -0.89
O: -1.158 -0.999 2.373  -0.95

No. 12
The following is a quantum chemistry calculation of a cluster of 2 separate species, C2F2N2 in total in a non-equilibrium geometry, from the Open Molecules 2025 dataset.

## Properties
- DFT total energy (a.u.) = -385.18870
- energy relative to the best compared isomer or geometry (same formula, charge and spin) (kJ/mol) = 385.8
- lowest unoccupied orbital energy (alpha / beta) (eV) = -3.2 / -2.5
- strongest force on any atom (eV/A) = 9.127

Last column: Mulliken charge in e.
Cartesian coordinates (Å):
C: 1.446 0.696 -0.022  0.21
C: -0.830 -0.474 0.089  0.61
N: 2.446 0.220 -0.187  -0.20
N: -0.086 0.494 0.152  -0.18
F: -1.000 -1.757 0.148  -0.09
F: -2.991 0.691 -0.152  -0.35

No. 13
The following is a quantum chemistry calculation of a cluster of 2 separate species, C2F3IOS in total in a non-equilibrium geometry, from the Open Molecules 2025 dataset.

## Properties
- DFT total energy (a.u.) = -1146.84809
- energy relative to the best compared isomer or geometry (same formula, charge and spin) (kJ/mol) = 161.2
- lowest unoccupied orbital energy (alpha / beta) (eV) = -1.5 / -1.5
- strongest force on any atom (eV/A) = 2.851

Last column: Mulliken charge in e.
Cartesian coordinates (Å):
C: 0.187 -0.382 0.371  0.22
C: -1.234 0.133 -0.037  0.77
O: 0.775 -1.010 1.163  -0.24
F: -1.296 1.444 0.204  -0.15
F: -2.132 -0.409 0.830  -0.22
F: -1.519 -0.248 -1.327  -0.17
S: 1.916 1.041 -1.072  -0.29
I: 3.304 -0.569 -0.132  0.09

No. 14
The following is a quantum chemistry calculation of a structure of composition C2F3LaNO5S2 in a non-equilibrium geometry, from the Open Molecules 2025 dataset.

## Properties
- DFT total energy (a.u.) = -1633.85945
- energy relative to the best compared isomer or geometry (same formula, charge and spin) (kJ/mol) = 51.4
- net charge = +2
- 2S+1 = 2
- expectation value of S² = 1.7675
- lowest unoccupied orbital energy (alpha / beta) (eV) = -8.5 / -11.5
- strongest force on any atom (eV/A) = 3.461

Last column: Mulliken spin population.
Cartesian coordinates (Å):
N: -0.143 -1.828 2.141  0.12
S: -0.047 -2.376 0.693  0.00
O: 1.009 -3.380 0.585  0.00
S: -1.311 -0.562 2.299  0.16
O: -0.602 0.559 2.971  0.58
C: -2.210 -1.441 3.702  0.09
F: -2.706 -2.588 3.274  0.02
F: -1.408 -1.650 4.725  0.02
F: -3.199 -0.644 4.076  0.01
O: 3.238 2.293 -0.876  0.74
C: 2.326 1.907 -1.656  -0.06
O: 1.460 1.200 -1.082  0.31
O: 2.267 2.272 -2.873  0.02
La: 0.722 1.971 -4.712  -1.01

No. 15
The following is a quantum chemistry calculation of an isolated molecule of C2F4, from the Open Molecules 2025 dataset.

## Properties
- DFT total energy (a.u.) = -475.62241
- energy relative to the best compared isomer or geometry (same formula, charge and spin) (kJ/mol) = 0.0
- structure (SMILES) = FC(F)=C(F)F
- lowest unoccupied orbital energy (eV) = 0.8
- strongest force on any atom (eV/A) = 0.318

Last column: Mulliken charge in e.
Cartesian coordinates (Å):
F: 1.058 1.415 -0.026  -0.20
C: 0.153 0.534 0.357  0.40
F: -0.415 0.819 1.514  -0.20
C: -0.152 -0.535 -0.354  0.40
F: -1.059 -1.421 0.021  -0.20
F: 0.414 -0.813 -1.513  -0.20

No. 16
The following is a quantum chemistry calculation of a cluster of 2 separate species, C2F4 in total in a non-equilibrium geometry, from the Open Molecules 2025 dataset.

## Properties
- DFT total energy (a.u.) = -475.50727
- energy relative to the best compared isomer or geometry (same formula, charge and spin) (kJ/mol) = 302.3
- lowest unoccupied orbital energy (eV) = -0.5
- strongest force on any atom (eV/A) = 1.610

Last column: Mulliken charge in e.
Cartesian coordinates (Å):
C: 1.085 -0.044 -0.210  0.23
C: -1.308 0.030 0.539  0.19
F: 1.971 0.938 -0.204  -0.11
F: 1.785 -1.091 0.131  -0.11
F: -1.558 -0.883 -0.332  -0.08
F: -1.976 1.050 0.077  -0.12

No. 17
The following is a quantum chemistry calculation of a structure of composition C2F4I2 in a non-equilibrium geometry, from the Open Molecules 2025 dataset.

## Properties
- DFT total energy (a.u.) = -1070.91036
- energy relative to the best compared isomer or geometry (same formula, charge and spin) (kJ/mol) = 129.8
- lowest unoccupied orbital energy (alpha / beta) (eV) = -1.3 / -0.8
- strongest force on any atom (eV/A) = 2.620

Last column: Mulliken charge in e.
Cartesian coordinates (Å):
C: 0.662 0.379 -1.372  0.50
C: -0.524 -0.208 1.349  -0.12
F: 0.646 -0.829 -1.904  -0.18
F: 1.807 0.960 -1.837  -0.19
F: -0.489 0.958 -1.492  -0.14
F: -1.297 0.821 1.176  -0.11
I: -1.674 -2.086 1.232  0.07
I: 0.868 0.004 2.848  0.16

No. 18
The following is a quantum chemistry calculation of a cluster of 2 separate species, C2F4O in total in a non-equilibrium geometry, from the Open Molecules 2025 dataset.

## Properties
- DFT total energy (a.u.) = -550.84280
- energy relative to the best compared isomer or geometry (same formula, charge and spin) (kJ/mol) = 177.3
- lowest unoccupied orbital energy (eV) = 0.0
- strongest force on any atom (eV/A) = 1.719

Last column: Mulliken charge in e.
Cartesian coordinates (Å):
C: -1.383 1.237 -0.103  0.65
C: 1.878 -1.289 0.120  0.15
O: -1.624 0.245 -0.656  -0.33
F: -0.513 2.153 -0.424  -0.15
F: -1.957 1.743 0.986  -0.17
F: 2.513 -2.170 0.811  -0.08
F: 1.097 -1.941 -0.718  -0.08

No. 19
The following is a quantum chemistry calculation of an isolated molecule of C2FN3OS in a non-equilibrium geometry, from the Open Molecules 2025 dataset.

## Properties
- DFT total energy (a.u.) = -813.62058
- energy relative to the best compared isomer or geometry (same formula, charge and spin) (kJ/mol) = 149.1
- structure (SMILES) = Fc1nc(=S)nno1
- lowest unoccupied orbital energy (eV) = -2.1
- strongest force on any atom (eV/A) = 4.766

Last column: Mulliken charge in e.
Cartesian coordinates (Å):
F: 2.483 -1.271 0.005  -0.15
C: 1.437 -0.461 -0.035  0.56
N: 0.205 -0.923 -0.331  -0.31
C: -0.837 0.011 -0.006  0.20
S: -2.492 -0.536 0.124  -0.15
N: -0.624 1.410 -0.256  0.00
N: 0.590 1.734 -0.113  -0.07
O: 1.591 0.896 0.388  -0.09

No. 20
The following is a quantum chemistry calculation of an isolated molecule of C2FNO2 in a non-equilibrium geometry, from the Open Molecules 2025 dataset.

## Properties
- DFT total energy (a.u.) = -381.28764
- energy relative to the best compared isomer or geometry (same formula, charge and spin) (kJ/mol) = 113.6
- structure (SMILES) = O=C=NC(=O)F
- lowest unoccupied orbital energy (eV) = 0.2
- strongest force on any atom (eV/A) = 7.569

Last column: Mulliken charge in e.
Cartesian coordinates (Å):
O: -1.862 -1.326 1.239  -0.35
C: -1.169 -0.671 0.617  0.54
N: -0.708 0.053 -0.200  -0.36
C: 0.941 0.547 -0.400  0.61
O: 1.842 0.165 0.240  -0.31
F: 0.956 1.233 -1.498  -0.13